[1]
{
  "formula": "C29H37F6GeN4O7S2SeTi",
  "method": "ωB97M-V/def2-TZVPD",
  "species": ["Ti", "C", "C", "O", "N", "C", "C", "C", "C", "C", "C", "N", "H", "H", "H", "H", "H", "H", "H", "H", "H", "H", "F", "C", "F", "F", "S", "O", "O", "N", "S", "O", "O", "C", "F", "F", "F", "C", "Ge", "C", "C", "C", "Se", "C", "H", "H", "H", "H", "H", "H", "H", "H", "H", "H", "H", "H", "H", "H", "C", "O", "C", "C", "C", "C", "C", "C", "N", "C", "C", "C", "C", "C", "C", "C", "O", "H", "H", "H", "H", "H", "H", "H", "H", "H", "H", "H", "H", "H"],
  "positions_angstrom": [[-0.67008, 0.01636, -0.01214], [0.91388, 3.71934, -0.97535], [1.11431, 2.56238, -0.06898], [0.27014, 1.58095, -0.08591], [2.07025, 2.55934, 0.80397], [2.47150, 1.43382, 1.65479], [3.37515, 0.46207, 0.91113], [4.41666, -0.15465, 1.58805], [5.24007, -1.01935, 0.88033], [4.99375, -1.22308, -0.46798], [3.92685, -0.55541, -1.05391], [3.12252, 0.27150, -0.37961], [-0.04161, 4.19440, -0.74555], [0.87884, 3.36809, -2.00709], [1.71144, 4.45069, -0.87159], [2.69786, 3.35285, 0.78246], [1.56136, 0.96336, 2.02688], [3.01190, 1.83947, 2.50468], [4.59075, 0.04532, 2.63990], [6.07845, -1.49996, 1.36931], [5.62909, -1.86500, -1.06427], [3.71516, -0.67520, -2.11097], [-2.02831, 2.61877, 3.86882], [-1.61143, 1.40713, 3.60175], [-1.60159, 0.63434, 4.66021], [-0.38455, 1.46180, 3.06731], [-2.82975, 0.69931, 2.34692], [-2.08234, 0.93334, 1.04896], [-4.04831, 1.38960, 2.49730], [-2.89385, -0.87459, 2.58857], [-1.86251, -1.65496, 1.72573], [-2.08550, -1.59593, 0.26253], [-0.46629, -1.16480, 1.93035], [-1.94391, -3.45593, 2.21744], [-1.51542, -3.55085, 3.44970], [-3.16224, -3.88381, 2.07134], [-1.10952, -4.04733, 1.37567], [-3.55949, 4.52702, -4.18816], [-4.03653, 3.11673, -2.97226], [-5.04574, 1.67656, -3.79654], [-4.83211, 3.64811, -1.28877], [-2.24777, 2.35814, -2.34747], [-2.41222, 0.52321, -1.76531], [-2.05571, -0.33704, -3.45094], [-4.46656, 5.00271, -4.56444], [-3.01091, 4.12190, -5.03910], [-2.95463, 5.28993, -3.69777], [-6.09073, 1.98032, -3.87316], [-5.01909, 0.76910, -3.19076], [-4.69228, 1.45418, -4.80508], [-5.88485, 3.89999, -1.42458], [-4.32893, 4.52012, -0.86669], [-4.77806, 2.82252, -0.57358], [-1.97594, 2.92440, -1.45570], [-1.44511, 2.41663, -3.08045], [-2.86427, -0.02302, -4.10535], [-2.10319, -1.41152, -3.30439], [-1.09553, -0.01665, -3.84225], [5.46985, -5.91615, 3.19360], [4.53063, -4.94376, 2.67827], [3.99963, -4.05236, 3.54482], [4.33349, -3.93225, 4.88647], [3.71591, -2.95954, 5.65715], [2.75592, -2.10705, 5.11317], [2.41400, -2.23055, 3.78044], [3.04122, -3.19422, 3.00829], [2.76430, -3.40903, 1.62190], [2.04147, -2.70952, 0.82872], [1.82796, -3.01580, -0.57273], [2.45373, -4.10526, -1.19371], [2.26833, -4.37572, -2.53226], [1.45729, -3.53482, -3.28756], [0.82949, -2.44943, -2.69639], [1.00449, -2.20308, -1.35260], [0.36406, -1.10722, -0.80175], [6.32881, -5.41327, 3.63360], [5.78839, -6.50187, 2.33989], [4.98100, -6.55695, 3.92590], [5.06641, -4.59123, 5.32983], [3.97602, -2.87348, 6.70444], [2.27300, -1.36527, 5.73478], [1.63132, -1.60628, 3.36170], [3.25102, -4.23187, 1.26790], [1.56972, -1.83344, 1.24995], [3.10295, -4.75798, -0.62008], [2.75282, -5.22739, -2.99103], [1.31865, -3.72147, -4.34517], [0.22094, -1.77916, -3.28117]],
  "lowdin_charge": [0.9463, 0.0685, -0.3676, -0.1193, 0.1594, -0.0493, -0.2749, -0.0121, -0.0311, -0.0312, -0.1120, 0.1234, 0.1130, 0.1145, 0.1103, 0.1854, 0.1016, 0.1456, 0.1281, 0.1271, 0.1225, 0.1234, 0.2110, -0.6527, 0.2018, 0.1283, 0.7614, -0.4891, -0.1506, -0.2328, 0.7432, -0.3729, -0.3514, -0.6803, 0.2163, 0.2396, 0.1845, -0.2036, 0.7817, -0.2154, -0.1991, -0.5018, 1.0877, -0.2863, 0.0413, 0.0331, 0.0316, 0.0416, 0.0090, 0.0332, 0.0405, 0.0337, 0.0195, 0.0085, 0.0339, 0.0354, 0.0492, 0.0470, -0.0062, -0.0894, -0.2202, 0.0252, -0.0205, -0.0522, -0.0182, -0.1388, 0.1938, 0.0320, -0.1197, 0.0187, -0.0156, 0.0032, 0.0268, -0.2266, -0.1884, 0.1042, 0.1029, 0.1108, 0.1249, 0.1288, 0.1173, 0.0968, 0.1554, 0.1083, 0.1284, 0.1317, 0.1341, 0.1036],
  "energy_ha": -8595.5316,
  "lumo_energy_ev": -9.354,
  "relative_energy_kcal_mol": 31.6,
  "largest_force_ev_per_a": 1.4,
  "total_charge": 3,
  "orbital_gap_ev": 6.5
}

[2]
{
  "formula": "C29H37GaN3O",
  "method": "ωB97M-V/def2-TZVPD",
  "species": ["Ga", "N", "N", "C", "C", "C", "C", "H", "H", "H", "C", "C", "H", "H", "H", "C", "C", "H", "H", "H", "C", "H", "H", "H", "C", "H", "H", "H", "C", "H", "C", "H", "C", "H", "C", "H", "C", "C", "H", "C", "C", "H", "C", "H", "N", "C", "C", "C", "H", "C", "C", "H", "H", "H", "C", "H", "C", "C", "H", "H", "H", "C", "H", "H", "H", "C", "O", "H", "H", "H", "H"],
  "positions_angstrom": [[-0.61820, -1.56211, -0.67997], [-0.00010, -2.52725, 3.54608], [-1.17718, -3.39062, -3.15553], [1.02821, 2.09710, -0.37034], [2.20596, 1.42088, 0.04629], [2.04754, 1.07580, 1.42086], [2.92449, 0.22822, 2.25705], [3.87109, 0.02318, 1.74556], [2.45148, -0.74257, 2.46392], [3.11372, 0.70203, 3.23444], [0.79034, 1.56192, 1.85643], [0.21548, 1.22931, 3.17714], [0.93371, 1.41915, 3.99072], [-0.02070, 0.15089, 3.20495], [-0.68724, 1.81125, 3.39254], [0.14732, 2.18319, 0.75510], [-1.21369, 2.76768, 0.79786], [-1.98026, 2.05466, 1.14494], [-1.51633, 3.16541, -0.17600], [-1.21322, 3.61303, 1.49996], [3.31532, 0.97042, -0.82092], [4.08756, 1.73345, -0.99776], [2.94318, 0.65385, -1.80242], [3.80629, 0.10317, -0.36743], [0.74005, 2.52326, -1.76491], [-0.31754, 2.78622, -1.90522], [0.98033, 1.72429, -2.48513], [1.33689, 3.40154, -2.06248], [-0.59704, -3.41545, 4.34453], [-0.41583, -3.32205, 5.42407], [-1.47449, -4.44632, 3.89713], [-1.89536, -5.15658, 4.61372], [-1.70793, -4.55550, 2.52253], [-2.32783, -5.35222, 2.11369], [-1.06373, -3.67379, 1.67126], [-1.14861, -3.75925, 0.58504], [-0.27135, -2.59020, 2.19890], [0.18999, -1.56339, 1.30339], [1.28526, -1.48852, 1.25369], [-0.84795, -2.15208, -2.71228], [-0.72738, -3.57727, -4.42269], [-0.76699, -4.52990, -4.91587], [-0.28780, -2.38486, -4.92075], [0.02237, -2.13582, -5.91666], [-0.37334, -1.45072, -3.88740], [-0.35843, -0.04544, -4.18157], [0.68607, 0.43770, -5.01419], [0.47761, 1.59562, -5.77500], [1.23732, 1.94477, -6.47428], [-0.70592, 2.32833, -5.67789], [-0.96498, 3.54211, -6.52317], [-1.52920, 4.29673, -5.96044], [-1.56272, 3.29353, -7.41258], [-0.02780, 3.99376, -6.85554], [-1.71952, 1.86038, -4.84503], [-2.66466, 2.42094, -4.80726], [-1.57466, 0.67596, -4.10602], [-2.73576, 0.14038, -3.32614], [-2.71409, -0.95415, -3.34198], [-3.68239, 0.47054, -3.78188], [-2.69550, 0.46337, -2.27172], [1.96715, -0.31360, -5.12802], [1.90590, -1.15341, -5.83078], [2.30386, -0.71323, -4.16630], [2.75837, 0.33908, -5.51474], [-2.91350, -0.65437, 1.74242], [-2.91571, -0.84106, 0.32613], [-1.87356, -0.43077, 2.00736], [-3.23543, -1.57082, 2.25591], [-3.56936, 0.17930, 2.03902], [-3.83380, -0.78970, 0.00936]],
  "lowdin_charge": [1.0541, 0.0860, -0.0032, -0.2490, -0.2646, -0.2787, -0.0817, 0.0585, 0.0494, 0.0707, -0.2800, -0.0789, 0.0660, 0.0425, 0.0624, -0.2608, -0.0870, 0.0501, 0.0518, 0.0666, -0.0868, 0.0642, 0.0475, 0.0560, -0.0858, 0.0540, 0.0455, 0.0689, -0.1728, 0.0914, -0.1214, 0.0763, -0.1202, 0.0946, -0.1023, 0.0592, -0.4320, -0.1620, 0.0025, -0.2931, -0.1734, 0.0866, -0.0783, 0.1075, -0.0499, -0.1361, -0.2142, -0.0023, 0.1164, -0.2730, -0.0610, 0.0793, 0.0827, 0.0728, -0.0094, 0.1232, -0.1865, -0.0431, 0.0621, 0.0846, 0.0812, -0.0505, 0.0684, 0.0882, 0.0818, -0.1382, -0.1968, 0.0493, 0.0850, 0.0875, 0.0983],
  "energy_ha": -3291.3797,
  "lumo_energy_ev": [2.306, 2.306],
  "largest_force_ev_per_a": 3.0,
  "total_charge": -1,
  "orbital_gap_ev": [4.6, 4.6]
}

[3]
{
  "formula": "C29H37N8O3PSV",
  "method": "ωB97M-V/def2-TZVPD",
  "species": ["V", "O", "C", "C", "C", "C", "C", "C", "C", "N", "N", "C", "O", "C", "C", "C", "C", "C", "C", "H", "H", "H", "H", "H", "H", "H", "H", "H", "H", "C", "N", "C", "C", "N", "C", "S", "C", "C", "C", "C", "C", "N", "H", "H", "H", "H", "H", "H", "H", "H", "H", "C", "N", "C", "P", "O", "N", "C", "C", "N", "C", "C", "H", "H", "H", "H", "H", "H", "H", "H", "H", "H", "H", "H", "H", "H", "H", "H", "H", "H"],
  "positions_angstrom": [[0.41507, -0.04363, 0.42664], [1.06186, 1.50862, -0.34498], [2.24623, 2.08330, -0.55800], [2.29463, 3.31555, -1.21007], [3.51491, 3.89877, -1.50052], [4.70900, 3.27441, -1.14851], [4.66593, 2.07286, -0.47049], [3.44527, 1.46396, -0.15870], [3.45260, 0.27817, 0.67617], [2.38439, -0.29784, 1.08483], [2.55667, -1.32335, 2.01268], [1.38701, -1.71401, 2.42279], [0.26404, -1.20698, 1.98267], [1.29691, -2.73504, 3.49108], [2.40010, -3.52347, 3.81034], [2.30702, -4.46659, 4.81954], [1.11703, -4.62220, 5.51881], [0.01768, -3.83735, 5.20397], [0.10434, -2.89874, 4.18735], [1.36274, 3.79214, -1.48427], [3.53884, 4.85744, -2.00338], [5.65751, 3.73812, -1.38060], [5.58609, 1.59668, -0.15248], [4.40884, -0.09970, 1.03363], [3.32475, -3.38550, 3.26706], [3.16299, -5.08137, 5.06433], [1.04828, -5.35640, 6.31084], [-0.90836, -3.95706, 5.75072], [-0.74691, -2.28507, 3.92793], [3.52689, -3.38796, -1.09018], [3.28250, -2.15912, -1.83809], [4.21223, -1.49195, -2.60623], [3.61354, -0.38814, -3.08411], [2.30728, -0.38747, -2.61307], [2.10946, -1.49779, -1.84673], [0.75991, -2.04537, -0.94894], [1.35244, 0.63277, -2.94336], [1.80837, 1.88997, -3.32351], [0.85436, 2.84273, -3.62919], [-0.49076, 2.51797, -3.52995], [-0.82126, 1.23599, -3.12914], [0.08508, 0.30293, -2.84885], [4.50856, -3.75919, -1.37128], [2.76718, -4.12455, -1.33624], [3.48669, -3.18149, -0.02074], [5.21389, -1.85955, -2.73694], [3.99654, 0.37750, -3.73023], [2.85734, 2.14321, -3.34387], [1.16247, 3.83587, -3.92824], [-1.26223, 3.23972, -3.75923], [-1.85591, 0.93061, -3.02482], [-3.10526, -0.55814, 2.65556], [-3.73414, -0.43988, 1.34059], [-5.17308, -0.67289, 1.36650], [-3.00413, 0.46542, 0.17987], [-1.54295, 0.10539, 0.16130], [-3.75082, 0.06980, -1.22464], [-3.79740, -1.33205, -1.63083], [-4.57266, 0.96962, -2.01550], [-3.16036, 2.07680, 0.42127], [-2.14773, 3.04989, 0.03203], [-4.41322, 2.66615, 0.87308], [-3.29785, -1.55698, 3.05113], [-3.51271, 0.17743, 3.35629], [-2.02840, -0.43345, 2.57652], [-5.36809, -1.70640, 1.65844], [-5.61037, -0.50931, 0.38331], [-5.67182, -0.01800, 2.08767], [-3.04422, -1.90557, -1.09381], [-3.58399, -1.40955, -2.69888], [-4.78032, -1.77449, -1.44323], [-4.33526, 2.00659, -1.79054], [-5.64159, 0.80536, -1.84289], [-4.37671, 0.80004, -3.07670], [-1.21075, 2.55970, -0.21901], [-1.97325, 3.74279, 0.85784], [-2.47859, 3.62948, -0.83689], [-5.16922, 1.90259, 1.04301], [-4.80282, 3.36350, 0.12596], [-4.26232, 3.21373, 1.80605]],
  "lowdin_charge": [0.8771, -0.2032, -0.3194, -0.0496, -0.0682, -0.0744, -0.0314, -0.1432, -0.0418, -0.0870, 0.0997, -0.4344, -0.1937, -0.1462, -0.0273, -0.0716, -0.0764, -0.0703, -0.0185, 0.1193, 0.1153, 0.1074, 0.1179, 0.1405, 0.1064, 0.1060, 0.1064, 0.1053, 0.0994, -0.0129, -0.1061, -0.0169, -0.0152, 0.0447, -0.6245, 0.7781, -0.2666, -0.0281, -0.0590, -0.0385, -0.1108, 0.1339, 0.0976, 0.0880, 0.0847, 0.1330, 0.1293, 0.1119, 0.1262, 0.1110, 0.0970, -0.0738, -0.2812, -0.0995, 0.5555, -0.3576, -0.3046, -0.0801, -0.0913, -0.2979, -0.0751, -0.0842, 0.0935, 0.0934, 0.0565, 0.0952, 0.0707, 0.0849, 0.0850, 0.0915, 0.0864, 0.0696, 0.0904, 0.0863, 0.0523, 0.0955, 0.0868, 0.0669, 0.0893, 0.0949],
  "energy_ha": -3474.5942,
  "lumo_energy_ev": [-2.563, -2.653],
  "relative_energy_kcal_mol": 33.3,
  "largest_force_ev_per_a": 1.1,
  "total_charge": 1,
  "orbital_gap_ev": [7.7, 7.8],
  "spin_multiplicity": 3
}

Question: Number 1 is which compound?
Answer: C29H37F6GeN4O7S2SeTi